Record 1
Density functional theory data (ωB97M-V with the def2-TZVPD basis set) for a structure of composition C11H14DyN2OP in a non-equilibrium geometry.

```
30
Properties=species:S:1:pos:R:3:mulliken_spin:R:1
C 0.697 -0.213 -3.809 -0.0055
C 1.811 -0.796 -4.414 0.0036
C 2.725 -1.650 -3.767 -0.0283
C 2.593 -2.041 -2.417 -0.0422
C 1.556 -1.560 -1.630 -0.1080
Dy 0.340 -0.066 -1.894 5.1794
P -1.668 1.130 -2.283 -0.0028
H 0.109 0.459 -4.460 -0.0024
H 1.975 -0.608 -5.485 0.0068
H 3.544 -2.078 -4.359 -0.0031
H 1.387 -2.045 -0.643 -0.0079
H 3.271 -2.820 -2.038 0.0022
H -2.871 0.542 -1.793 0.0086
H -2.096 1.284 -3.636 0.0029
H -2.009 2.462 -1.883 -0.0080
N -1.081 0.257 5.568 0.0000
C -1.300 1.081 4.516 -0.0006
O -1.867 2.146 4.721 -0.0002
C -0.885 0.736 3.118 -0.0008
C -0.177 -0.433 2.776 0.0023
C 0.180 -0.681 1.438 -0.0069
N -0.176 0.187 0.439 -0.0028
C -0.848 1.329 0.778 0.0118
C -1.203 1.621 2.087 -0.0002
H -1.391 0.539 6.511 0.0000
H -0.623 -0.656 5.470 0.0000
H 0.111 -1.160 3.518 -0.0002
H 0.715 -1.587 1.238 0.0033
H -1.093 2.071 0.050 -0.0016
H -1.727 2.549 2.284 0.0005
```

Computed properties:
<S²>: 9.4264
multiplicity: 6
E: -50024.0402 eV
HOMO level (alpha / beta): -5.46 / -5.44 eV
HOMO-LUMO gap (alpha / beta): 4.36 / 4.33 eV

Record 2
Density functional theory data (ωB97M-V with the def2-TZVPD basis set) for the molecule C11H14F2N2 in a non-equilibrium geometry.

```
29
Properties=species:S:1:pos:R:3:mulliken_charge:R:1
C 4.203 -0.268 0.026 -0.8238
C 3.442 0.820 0.486 -0.5242
C 3.374 -1.228 -0.605 -0.3634
C 2.146 1.029 0.265 -0.2716
C 1.991 -1.154 -0.790 -0.5387
C 1.344 0.066 -0.373 1.0203
C -1.677 0.266 1.129 -1.1642
C -0.806 1.095 0.159 0.8922
C -1.160 -1.835 0.245 0.5791
C -1.674 2.078 -0.656 -1.6161
C -3.213 -0.832 -0.424 -1.1064
N 0.070 0.308 -0.592 -0.5336
N -2.144 -0.959 0.521 0.2487
F -1.495 -2.837 -0.503 -0.2413
F -0.327 -2.114 1.250 -0.1985
H 5.216 -0.537 0.158 0.4331
H 4.121 1.476 1.019 0.2882
H 3.878 -2.151 -0.816 0.3126
H 1.672 1.927 0.700 0.2521
H 1.213 -1.848 -1.096 0.3279
H -0.954 -0.138 1.878 0.4221
H -2.677 0.717 1.592 0.3657
H -0.310 1.857 0.918 0.1308
H -2.276 1.567 -1.470 0.2486
H -0.939 2.809 -0.971 0.4404
H -2.509 2.506 -0.090 0.3438
H -3.772 -1.831 -0.226 0.2995
H -3.787 -0.006 -0.235 0.4506
H -2.948 -0.783 -1.501 0.3261
```

Computed properties:
multiplicity: 1
E: -20044.6278 eV
HOMO level (alpha / beta): -6.90 / -6.72 eV
HOMO-LUMO gap (alpha / beta): 6.73 / 6.07 eV